# 1
Below is a molecular structure, C15H32Al2Br2F4K2N3O11P at a distorted geometry, with properties calculated with wB97M-V/def2-TZVPD.

```
72
Properties=species:S:1:pos:R:3:mulliken_charge:R:1
F 2.8194 3.5977 -0.1735 -0.305
C -0.9042 -2.8651 4.8838 0.779
H 3.0448 -1.5237 -1.1674 0.511
Br -2.0828 -3.1242 -0.7583 0.061
C 0.7116 -1.4364 6.0303 -0.314
F 4.3052 1.3439 -0.6410 -0.366
C -1.4605 -3.3332 6.2129 -1.051
H 2.4389 -2.7060 6.1690 0.319
H 0.5059 1.6980 -0.8662 0.078
H -7.4366 -0.1741 -7.0546 0.310
O -1.3842 -3.2335 3.8418 -0.617
H -5.2962 -1.7977 -2.3403 0.427
H 1.1145 -3.2194 7.2005 0.284
O -0.2182 1.8793 1.3860 -0.506
C -3.7209 -2.1345 -0.9125 -1.339
O 0.1785 -2.0855 4.8734 -0.299
O -6.9103 -0.3316 -6.2642 -0.598
O 4.5784 7.5250 -1.0871 -0.652
F 3.5754 2.9965 -2.7314 -0.431
Br -3.1146 -1.1028 -8.4449 -0.441
N 5.2469 7.8449 -0.0714 0.980
F 5.4588 3.8118 -0.9023 -0.328
C -1.1074 -0.4522 -2.8615 0.086
C 2.6400 -0.6895 -3.0481 -1.756
K -4.2103 -1.0076 1.3089 0.984
O 6.3702 8.3442 -0.1975 -0.626
O 0.5595 1.4627 3.7674 -0.458
H -3.6839 0.9458 -1.6593 0.266
H 0.6894 -0.6946 -0.2367 0.344
H -6.0354 -0.5405 -6.6028 0.251
C -3.4420 -1.2811 -3.3684 -0.683
H 3.9715 4.1661 2.3450 0.311
H -4.0986 -0.7370 -4.0726 0.223
Al -3.0633 -0.5097 -5.9523 0.540
C 0.7226 0.9168 -1.5810 -0.982
O 1.1203 -0.1615 2.0529 -0.316
O 4.7503 7.6553 1.0635 -0.657
C -2.4562 -0.3909 -2.7392 -0.676
H -1.5688 1.9962 -0.7892 0.627
H 1.2683 -0.5857 5.6438 0.300
C 1.3505 -2.5278 -1.9258 -0.973
H 1.7377 -3.2938 -1.2604 0.386
O -1.2609 0.1269 2.7341 -0.441
N -0.6179 0.5225 -2.0151 0.515
H -3.6448 -1.1346 -0.4948 0.466
H 3.3028 0.1599 -2.9226 0.207
H 3.2509 -1.4587 -3.5132 0.570
H -4.1973 -3.1775 -2.6611 0.331
H -2.8879 -1.9823 -3.9821 0.201
O 3.4606 4.5285 3.0769 -0.590
C 1.6378 -2.3444 6.8127 -1.067
H 3.9360 4.2473 3.8622 0.279
K 1.6520 5.4292 -0.3577 0.938
H -0.0897 -1.0284 6.6478 0.348
H -2.5383 -3.4318 6.1135 0.305
H -4.4415 -2.6769 -0.2873 0.761
C 1.4410 -0.1868 -0.8376 -0.782
H 2.1001 0.2749 -0.1215 0.720
Al 4.0876 2.9329 -1.1287 0.520
C -4.2684 -2.1447 -2.3506 -0.840
H 1.8408 -0.4785 -3.7588 0.317
N -2.7561 0.6552 -1.9033 0.247
H -1.2742 -2.6510 7.0380 0.360
H 1.5164 -2.9243 -2.9229 0.359
C 2.1537 -1.2317 -1.7097 0.713
H 1.3188 1.3742 -2.3634 0.494
C -1.6107 1.1740 -1.4794 -0.478
H -0.4829 -1.1208 -3.4150 0.682
P 0.0678 0.8473 2.4660 0.809
H 0.2978 -2.4311 -1.6961 -0.292
H 2.0772 -1.8066 7.6524 0.376
H -1.0351 -4.3075 6.4481 0.278
```

Calculated values
- gap between HOMO and LUMO (eV) = 1.522
- E_HOMO (eV) = -5.76

---

# 2
Below is a molecular structure, C15H32AsO8Ru at a distorted geometry, with properties calculated with wB97M-V/def2-TZVPD.

```
57
Properties=species:S:1:pos:R:3:mulliken_spin:R:1
C -0.9033 1.4302 2.8611 0.002
H 0.1328 1.0267 -3.7854 -0.001
H 2.3032 -2.8761 -2.0332 0.000
C -0.2450 1.6942 -3.0038 -0.005
H -1.7909 4.2767 0.3365 0.003
C -1.6823 -0.1696 -2.4180 0.003
C 2.6789 -3.5983 1.2526 0.005
H 0.2603 4.5656 -1.0851 0.001
H -1.3916 1.3404 3.8401 0.004
H 4.6581 1.7840 0.2574 0.001
H -3.3925 -1.2368 -1.6288 0.002
O -2.0661 -0.7184 -0.1259 0.049
H -3.6308 -1.3047 1.0990 0.005
H -1.8378 3.2258 -1.1010 -0.006
H 0.6727 3.9197 0.5335 0.001
C 0.1634 3.7061 -0.4139 0.003
C 2.8283 0.7252 0.5082 -0.036
H 4.4692 1.0227 1.8437 0.003
O 0.4915 -1.8267 0.2630 0.164
H -3.3159 0.4487 1.0407 -0.005
O -0.9252 0.9583 -1.9961 0.097
H -1.3498 3.4646 2.3189 0.000
Ru 0.1932 0.3793 0.0678 4.033
C 0.9491 2.4443 -2.3522 0.008
H 2.1051 -4.6372 -1.8019 0.000
H 2.5015 -3.1606 2.2365 0.000
H -0.5793 -4.4736 1.6597 0.000
H 1.0750 3.4334 -2.8102 0.002
C -2.7361 -0.4061 -1.3355 -0.003
C -1.9171 -0.7081 2.2612 0.009
C -1.6813 2.4647 2.0241 0.000
H -2.4900 -0.5875 3.1879 0.006
O 2.4452 0.1478 -0.5403 0.195
H 3.5245 -3.1015 0.7738 0.001
H -1.4793 -1.7127 2.2315 -0.004
As 1.1087 -3.3601 0.1200 0.017
H -1.0263 -1.0467 -2.5220 -0.002
O 0.8473 2.5780 -0.9466 0.072
H 0.7248 -3.6556 -2.3662 0.000
H 1.8640 1.8580 -2.4929 0.001
O -0.7949 0.1578 2.2514 0.088
H -3.3369 0.5074 -1.2158 -0.001
O 1.9829 1.1758 1.3204 0.212
O -1.4744 2.2473 0.6316 0.078
H 2.8957 -4.6614 1.3568 0.000
C 4.2973 0.8982 0.7788 0.005
H -0.9569 2.3992 -3.4526 0.001
H 0.1394 1.7470 2.9894 -0.002
H -0.0784 -5.5963 0.3703 0.001
C -2.8424 -0.5410 1.0504 -0.007
H -2.7583 2.3782 2.2234 -0.002
H 4.8459 0.0448 0.3913 0.003
C 1.6142 -3.6680 -1.7322 0.003
C -0.3542 -4.5677 0.5965 0.009
C -1.3215 3.4198 -0.1566 -0.009
H -2.1806 0.0284 -3.3728 -0.002
H -1.2305 -4.2823 0.0093 0.000
```

Calculated values
- spin multiplicity = 6
- charge = +2
- gap between HOMO and LUMO (alpha / beta) (eV) = 11.387 / 8.009
- E_HOMO (alpha / beta) (eV) = -15.87 / -16.05

---

# 3
Below is a molecular structure, C15H32CoNO2P2 at a distorted geometry, with properties calculated with wB97M-V/def2-TZVPD.

```
53
Properties=species:S:1:pos:R:3:mulliken_spin:R:1
C 1.1044 -2.5300 -3.2729 -0.003
H -0.1707 -1.5882 2.7752 0.003
H 3.0075 -3.0361 0.7495 0.003
C 0.1866 1.0706 1.6613 0.173
H -1.1467 1.3237 4.8771 0.004
H 3.2015 -1.6280 -1.6965 0.004
H -0.4371 -0.9758 4.4331 -0.001
H 1.9269 -2.5202 2.0804 0.001
H 0.4389 1.8902 4.2997 -0.001
H -0.1327 -3.6066 -4.7062 0.000
H -1.0625 2.5697 3.6181 -0.008
C -0.5781 0.5728 2.9027 0.008
H -2.2941 -2.7842 -3.6670 0.000
P 1.9389 -0.9186 0.3049 0.070
H -0.5302 4.8497 -0.8882 0.000
H 0.9707 2.9567 -1.5369 0.000
H 3.5269 0.8907 0.2749 0.001
H -1.6233 0.3602 2.6228 0.009
C 2.0373 -2.5893 0.9926 0.016
O 1.6373 2.2476 -1.7781 0.004
H -0.2099 3.7326 0.1419 0.002
H 2.0660 -2.8179 -3.7053 0.001
H -1.7873 2.6674 -1.1162 -0.001
Co 0.0365 0.0331 -0.0017 2.645
C -0.5897 1.6545 3.9921 0.004
H -3.0626 -1.7952 -0.9199 0.005
C -1.2701 -1.6654 -2.1491 -0.018
H -1.0354 1.6001 -2.3049 -0.004
H 1.2403 1.2223 1.9402 -0.007
H -3.4583 -0.2137 1.3287 -0.002
P -1.9858 0.3525 -0.4744 -0.021
C -0.1107 -2.9550 -3.8235 0.003
H 1.1063 -0.6364 3.5964 -0.001
H -0.2036 2.0565 1.3762 -0.015
H -4.3021 0.7991 0.1044 0.004
C 2.2820 -1.0656 -1.5073 0.036
H 4.2861 -0.6679 0.8036 0.001
H 3.2202 0.2475 1.9179 0.001
H 2.1020 2.5768 -2.5657 0.001
C 1.0820 -1.6854 -2.1652 -0.018
H -2.8222 1.7260 -2.2586 0.000
C -3.3593 0.6411 0.6472 -0.005
H -3.1287 1.5337 1.2392 0.003
H 1.2331 -3.2255 0.6074 -0.003
O -0.1582 3.9521 -0.8043 0.001
H 2.4165 -0.0023 -1.8667 -0.007
C 0.0143 -0.7353 3.4523 0.001
C -2.5090 -1.0535 -1.5243 0.054
C -1.9109 1.7195 -1.6535 0.005
N -0.0886 -1.2988 -1.6337 0.046
C -1.3129 -2.5156 -3.2624 -0.002
C 3.3984 -0.0236 0.8717 0.005
H -3.1797 -0.7127 -2.3290 0.004
```

Calculated values
- spin multiplicity = 4
- charge = +1
- gap between HOMO and LUMO (alpha / beta) (eV) = 6.000 / 8.711
- E_HOMO (alpha / beta) (eV) = -8.56 / -11.68

---

# 4
Below is 2 unconnected molecules or ions with the total composition C15H32IN5OPS at a distorted geometry, with properties calculated with wB97M-V/def2-TZVPD.

```
56
Properties=species:S:1:pos:R:3:nbo_charge:R:1
C 0.0377 1.2925 -1.5727 -0.366
N 0.7698 -0.2722 1.1224 -0.794
H 4.3503 -4.7726 2.1737 0.222
P -2.7037 3.4143 2.3964 1.442
O 4.9981 -2.8927 -0.4631 -0.552
N -1.6280 2.3904 1.4399 -0.656
H -1.9811 5.0904 3.4306 0.393
S 0.5767 -0.3916 -2.0053 0.202
H -3.9853 3.6309 -1.7335 0.239
N -5.2719 -0.9507 1.0930 -0.790
H -4.6485 1.4646 -2.1699 0.236
H 4.0001 0.7976 -1.4593 0.219
C 4.3048 -3.0900 0.7755 -0.066
H 3.2706 -2.7521 0.6733 0.169
H 6.7584 -3.7964 -1.0814 0.191
H -3.1676 -0.4639 -0.6627 0.208
H 6.5578 -4.6393 1.1455 0.207
H -2.0086 4.3642 -0.3257 0.247
H 2.3467 0.9121 -3.0489 0.217
C 5.7434 -4.9376 0.4807 -0.431
H -0.8088 1.5461 -2.2308 0.234
H 3.6025 -5.1209 0.6098 0.201
C -3.5754 2.9482 -0.9623 -0.392
H 2.5841 -0.8300 -3.3628 0.250
I -0.7876 0.8941 4.0731 0.304
C 2.2989 -0.0961 -2.5980 -0.508
H 5.2575 -4.5831 -1.6062 0.167
C 3.3248 -0.0709 -1.4005 -0.653
H -4.5133 -1.6288 0.9959 0.343
H 0.6659 -0.6023 2.0863 0.391
C 5.7514 -4.0762 -0.7709 -0.067
C -3.7578 1.5060 -1.5157 -0.419
C -1.3624 2.3943 0.1281 0.513
H 2.7182 0.0352 -0.4857 0.217
H -1.5645 3.4665 -1.7761 0.251
N -1.9226 4.0810 3.5679 -1.255
H 0.4746 -1.0700 0.5570 0.404
H -3.4662 0.7867 0.5402 0.169
H -3.7496 2.5521 2.8036 -0.016
H -2.8987 1.3104 -2.1872 0.197
C -2.0730 3.3701 -0.8076 -0.467
H 4.7975 -2.4784 1.5388 0.170
C -3.8352 0.3913 -0.4300 -0.423
C -5.2639 -0.1870 -0.1889 -0.218
C -0.8376 1.3738 2.0260 -0.095
H 0.8355 2.0123 -1.8336 0.246
H -5.5025 -0.8865 -1.0094 0.205
H 3.8763 -1.0331 -1.3205 0.258
H -4.1403 3.1492 -0.0372 0.199
H -4.9183 -0.2839 1.7821 0.332
C -0.1283 0.7962 1.0034 0.290
C 4.4071 -4.5704 1.1048 -0.431
H 5.8517 -5.9998 0.2661 0.226
H -6.0058 0.6261 -0.1091 0.191
H -3.2035 4.4157 1.5299 -0.015
N -0.4503 1.4642 -0.1892 -0.337
```

Calculated values
- charge = +1
- gap between HOMO and LUMO (eV) = 8.592
- E_HOMO (eV) = -11.48

---

In the order shown, the computed energy values come out to -9156.30941 -3522.68667 -2861.21306 -1976.70086 Eh.